# 1
A cluster of 5 separate species, C2H13NO5 in total. Source: OMol25; level of theory: ωB97M-V with the def2-TZVPD basis set.

Calculated values
* strongest force on any atom: 3.2 eV Å⁻¹
* relative energy (zero: lowest compared OMol25 entry of this formula, charge and spin): 63.56 kcal per mole
* HOMO-LUMO gap: 10.24 eV

Structure (XYZ):
```
21
Properties=species:S:1:pos:R:3:forces:R:3:nbo_charge:R:1
O 0.110997 0.548766 -1.753833 -0.30 -0.31 -0.01 -0.560
C 0.065681 -0.627883 -1.466449 0.25 1.18 -0.85 0.445
C -0.412811 -1.105945 -0.135861 1.29 -2.07 -0.04 -0.322
N 0.678520 -2.063860 0.246027 1.00 -0.89 -1.78 -0.884
H 0.523369 -1.321728 -2.212700 -0.47 -0.32 0.50 0.120
H -0.519917 -0.234905 0.502928 0.30 -0.32 0.20 0.230
H -1.372041 -1.596994 -0.200384 -0.29 0.04 -0.24 0.215
H 0.711929 -2.603583 1.085053 -0.82 0.49 1.01 0.380
H 0.875834 -2.835190 -0.461516 -0.67 1.81 0.72 0.364
H -1.059295 1.339279 2.772089 0.62 0.17 0.11 0.474
H -0.527912 1.865113 1.358428 -0.88 -0.17 1.12 0.501
O -1.322505 1.743580 1.944732 0.61 0.31 -0.89 -0.961
H 1.390265 2.055395 -0.938762 0.43 2.13 1.25 0.485
H 0.234972 2.873356 -0.735108 -0.01 0.80 0.26 0.461
O 1.168243 2.943634 -0.470087 -0.45 -2.88 -1.43 -0.948
H -2.513452 0.240510 1.642990 -0.22 -0.04 -0.98 0.490
H -3.084441 -1.096792 1.139577 -0.28 -0.24 0.07 0.457
O -2.793461 -0.238670 0.831918 -0.42 0.36 0.88 -0.954
H 2.185783 -0.034674 -0.373547 0.10 -0.30 -0.15 0.474
H 2.711527 -0.013416 -1.849234 -0.10 0.05 0.53 0.470
O 2.948714 0.164008 -0.926261 0.30 0.21 -0.29 -0.938
```
Positions in Å, forces in eV/Å.

---

# 2
A cluster of 2 separate species, C4H11NO2 in total. Source: OMol25; level of theory: ωB97M-V with the def2-TZVPD basis set.

Calculated values
* strongest force on any atom: 0.8 eV Å⁻¹
* relative energy (zero: lowest compared OMol25 entry of this formula, charge and spin): 35.58 kcal per mole
* HOMO-LUMO gap: 10.42 eV

Structure (XYZ):
```
18
Properties=species:S:1:pos:R:3:forces:R:3:nbo_charge:R:1
C -2.627099 0.393488 0.363704 -0.40 -0.54 0.16 -0.608
C -1.187185 0.402720 0.836460 -0.16 -0.29 0.67 -0.233
N -0.329175 1.359154 0.147387 0.39 -0.40 -0.14 -0.624
C 0.987700 0.846975 -0.205488 -0.44 0.48 -0.12 -0.344
C 0.901404 -0.045391 -1.407431 0.33 0.00 -0.13 0.441
O 1.841843 -0.677658 -1.811190 0.12 -0.33 -0.05 -0.544
H -3.179820 1.314296 0.538057 0.25 0.23 -0.09 0.209
H -3.163582 -0.379971 0.924228 0.02 0.03 -0.01 0.208
H -2.712546 0.111663 -0.686282 0.11 0.20 -0.06 0.207
H -0.803226 -0.620488 0.770958 0.20 0.06 -0.45 0.186
H -1.153838 0.565623 1.921327 -0.13 0.21 -0.01 0.182
H -0.165779 2.143197 0.745134 -0.23 0.55 0.21 0.364
H 1.590440 1.702462 -0.523134 0.10 -0.02 -0.07 0.234
H 1.552174 0.371400 0.602318 -0.04 -0.26 0.05 0.202
H -0.052712 -0.055597 -1.956615 -0.22 0.10 0.05 0.123
H 2.249261 -1.990870 -0.132551 -0.46 0.55 -0.29 0.470
H 3.432124 -2.819427 -0.416711 0.36 -0.20 -0.17 0.468
O 2.820024 -2.621572 0.289828 0.18 -0.37 0.45 -0.941
```
Positions in Å, forces in eV/Å.